Entry 1:
Entry from the Open Molecules 2025 dataset: the molecule C21H23N3O3 in a non-equilibrium geometry (the ωB97M-V functional and the def2-TZVPD basis).

The geometry in XYZ format:
```
50
Properties=species:S:1:pos:R:3:forces:R:3:mulliken_charge:R:1
O -3.943 0.980 -0.510 -0.22 -0.30 0.30 -0.637
O -0.886 0.378 -0.998 -0.48 -0.04 -0.20 -0.232
O 1.083 4.068 0.480 -0.35 0.01 -0.06 -0.733
N 2.665 2.526 0.022 0.06 0.17 -0.02 0.093
N 0.325 0.771 -0.553 0.80 0.09 0.34 0.054
N 4.775 -1.476 0.357 0.24 0.36 0.19 -0.510
C 2.557 -1.986 -0.349 0.10 -0.09 -0.01 -0.216
C 4.315 -3.557 -0.711 -0.05 0.03 0.00 -0.365
C -4.093 -1.424 -0.334 -0.05 0.19 -0.05 0.938
C -4.886 -1.498 -1.605 0.03 0.05 0.00 -1.852
C 2.977 -3.212 -0.833 0.07 0.04 0.02 -0.659
C 3.100 0.206 0.758 0.01 0.10 -0.22 -0.542
C -3.085 1.235 -1.606 0.24 -0.12 -0.12 -0.862
C -2.569 1.189 1.984 -0.01 0.06 -0.04 -1.673
C -2.698 -1.308 2.070 -0.04 0.01 -0.09 -0.603
C -3.660 -0.199 0.179 0.08 -0.21 0.16 0.519
C -3.793 -2.583 0.369 0.04 0.07 0.00 -0.578
C 3.095 1.217 -0.402 -0.07 -0.51 0.04 -0.968
C 3.698 3.394 0.543 0.01 0.31 0.13 -1.107
C 1.387 2.961 0.062 0.52 0.10 0.11 0.436
C -1.672 1.455 -1.171 0.25 0.96 0.13 0.688
C -2.981 -0.127 1.396 -0.12 0.14 -0.13 1.009
C 0.305 2.079 -0.449 -0.97 -0.35 -0.29 0.811
C -0.970 2.575 -0.831 -0.19 -0.68 -0.21 -1.180
C 3.496 -1.146 0.246 -0.26 0.01 0.08 0.327
C 5.169 -2.649 -0.108 0.08 -0.33 -0.16 -0.300
C -3.087 -2.529 1.556 0.03 -0.08 0.05 -0.719
H 4.683 -4.505 -1.073 0.05 -0.07 -0.02 0.374
H 2.098 0.164 1.184 0.02 0.04 0.04 0.304
H -2.878 1.244 3.026 0.00 0.03 0.07 0.552
H -3.471 2.143 -2.074 0.13 -0.14 -0.02 0.397
H -4.240 -1.735 -2.452 -0.03 0.01 -0.09 0.291
H -3.022 2.013 1.440 0.06 0.05 0.07 0.307
H -1.485 1.301 1.954 0.06 0.07 -0.01 0.184
H 3.814 0.521 1.519 -0.03 -0.03 0.04 0.428
H 4.433 3.610 -0.235 0.02 -0.03 0.02 0.325
H 6.223 -2.866 0.013 0.06 -0.11 -0.04 0.379
H 4.203 2.922 1.387 0.04 -0.01 0.01 0.317
H -5.386 -0.552 -1.800 -0.05 0.00 -0.08 0.370
H 4.107 1.306 -0.805 -0.08 0.01 -0.03 0.475
H 2.432 0.847 -1.185 0.25 0.05 0.02 0.300
H -2.165 -1.259 3.009 0.05 0.01 0.11 0.449
H -1.281 3.597 -0.837 -0.12 0.23 0.01 0.457
H -3.107 0.405 -2.324 -0.06 0.14 0.03 0.286
H -2.855 -3.440 2.088 0.01 -0.08 0.05 0.415
H -5.636 -2.283 -1.532 -0.04 -0.03 -0.04 0.511
H 2.274 -3.889 -1.297 -0.05 -0.04 -0.02 0.415
H -4.123 -3.534 -0.023 -0.05 -0.09 -0.04 0.431
H 3.233 4.321 0.872 0.14 -0.08 0.00 0.387
H 1.527 -1.672 -0.422 -0.12 0.05 0.00 0.506
```
Positions in Å, forces in eV/Å.

As for the energy above the lowest of the compared OMol25 structures with the same formula, charge and spin: 3.843 eV. Its HOMO-LUMO gap is 9.647 eV. For the LUMO energy, the calculation gives 0.7 eV. The SMILES is Cc1cccc(C)c1OCc1cc(C(=O)N(C)CCc2ccccn2)no1.

Entry 2:
Entry from the Open Molecules 2025 dataset: a cluster of 2 separate species, C3H3NOS2 in total in a non-equilibrium geometry (the ωB97M-V functional and the def2-TZVPD basis).

The geometry in XYZ format:
```
10
Properties=species:S:1:pos:R:3:forces:R:3:mulliken_charge:R:1
S -2.097 1.518 0.563 2.98 -1.00 2.60 -0.073
S 2.226 -0.200 -2.331 0.48 0.85 -0.54 -0.329
O 0.233 1.130 -1.020 0.80 -3.28 2.19 -0.309
N -0.604 0.593 0.043 -3.78 5.90 -0.39 0.181
C 0.816 -1.060 -0.171 0.80 2.30 -1.02 -0.415
C -0.197 -0.530 0.503 -1.28 -4.24 1.71 -0.106
C 1.179 0.006 -1.129 -0.87 -1.32 -0.25 0.220
H 1.095 -2.088 -0.102 0.73 0.00 -0.20 0.365
H -1.837 1.791 2.458 -0.21 -0.42 -3.80 0.145
H -0.813 -1.160 1.185 0.35 1.22 -0.30 0.321
```
Positions in Å, forces in eV/Å.

As for the energy above the lowest of the compared OMol25 structures with the same formula, charge and spin: 5.997 eV. Its HOMO-LUMO gap is 6.514 eV. For the LUMO energy, the calculation gives -1.7 eV.

Entry 3:
Entry from the Open Molecules 2025 dataset: a cluster of 13 separate species, C5H35NO14 in total in a non-equilibrium geometry (the ωB97M-V functional and the def2-TZVPD basis).

The geometry in XYZ format:
```
55
Properties=species:S:1:pos:R:3:forces:R:3:mulliken_charge:R:1
O -4.535 0.055 -1.142 0.38 0.16 0.02 -0.590
O -2.601 1.673 1.023 0.20 -1.00 0.49 -0.472
O -2.508 -2.148 3.355 0.34 0.01 -0.36 -0.696
O 3.555 1.071 0.950 0.34 -0.90 -0.03 -0.760
O -4.317 -1.275 1.497 0.12 -0.35 0.06 -0.654
O 2.037 2.419 -2.679 0.22 0.78 0.57 -0.626
O 2.682 3.604 1.115 0.37 1.13 -0.44 -0.659
O 2.366 -2.129 1.236 0.61 -0.46 -0.60 -0.734
O 0.254 -1.823 2.790 -0.88 -0.23 0.60 -0.530
O -0.415 -3.989 -1.149 0.33 -1.39 -0.49 -0.657
O 4.805 1.202 -1.536 0.93 -0.23 1.18 -0.687
O -4.126 2.904 -0.781 -0.05 0.10 -0.38 -0.687
O 3.699 -1.435 -1.000 -0.09 0.46 -0.57 -0.570
O -1.738 -1.655 -1.471 -0.07 -0.60 0.62 -0.483
N 0.649 2.183 0.255 -1.54 -1.04 -0.17 -0.279
C -0.830 -0.842 -2.223 -1.18 0.29 -1.32 -0.728
C 0.418 -0.534 -1.396 0.18 -3.04 0.11 -0.196
C -1.511 1.158 1.209 -0.41 3.47 -0.26 -0.341
C -0.009 -0.285 0.040 3.10 2.62 0.45 -0.330
C -0.467 1.228 0.126 0.30 -2.11 -0.95 0.315
H 1.953 3.379 -2.770 -0.07 -0.09 -0.70 0.329
H 0.390 2.950 0.849 0.39 0.22 0.00 0.193
H 4.140 0.537 1.510 -0.27 0.25 0.05 0.342
H 0.418 -1.937 3.736 0.51 0.10 -0.12 0.254
H 4.510 2.081 -1.779 -0.52 -0.51 -0.84 0.318
H -0.548 -1.023 0.610 -1.00 -0.20 -0.72 0.503
H 0.154 -3.872 -0.380 -0.67 0.69 -0.35 0.259
H 1.562 1.799 0.435 -0.15 -0.10 0.62 0.240
H 2.045 2.423 -1.710 -0.28 -0.60 0.22 0.240
H -0.999 -3.264 -1.423 0.45 0.45 1.00 0.382
H -4.973 -0.686 1.116 0.12 0.17 0.11 0.258
H 2.952 -1.653 -0.410 0.72 -0.31 0.10 0.421
H 4.432 -1.997 -0.742 -0.13 -0.12 0.18 0.255
H 1.645 -2.753 1.109 -0.07 0.03 0.42 0.396
H -2.660 -1.538 -1.730 0.24 0.42 -0.23 0.201
H 1.103 0.163 -1.881 -0.58 0.68 0.32 -0.160
H -4.608 0.920 -0.673 -0.09 -0.51 -0.31 0.397
H -3.698 -1.455 0.778 -0.11 0.22 -0.16 0.349
H 1.930 -1.276 1.238 -0.09 0.07 0.56 0.354
H 3.809 0.748 0.058 0.13 0.38 0.01 0.368
H 1.102 -1.440 -1.353 -1.12 0.49 -0.42 0.434
H -0.899 1.404 -0.895 -0.52 0.16 1.25 -0.097
H -1.451 0.027 -2.531 0.89 0.09 0.30 0.443
H 3.378 2.930 1.042 -0.46 -0.15 0.64 0.366
H 0.915 -0.313 0.656 -0.43 0.59 -0.42 -0.101
H -3.401 3.034 -0.156 -0.16 -0.26 0.15 0.338
H 2.164 3.500 1.916 0.54 -0.37 0.12 0.304
H -3.663 2.709 -1.604 -0.15 0.08 -0.07 0.319
H -3.010 -2.808 2.863 -0.08 -0.11 0.22 0.321
H 4.462 0.430 -1.998 -0.53 0.61 -0.46 0.317
H -0.697 -2.055 2.804 0.00 0.10 -0.19 0.368
H -1.245 0.930 2.258 0.33 -0.78 -0.27 0.502
H -5.225 -0.558 -0.877 -0.25 0.42 -0.05 0.249
H -0.644 -1.376 -3.166 0.52 0.17 0.24 0.337
H -2.753 -1.342 2.880 -0.30 0.07 0.27 0.363
```
Positions in Å, forces in eV/Å.

As for the energy above the lowest of the compared OMol25 structures with the same formula, charge and spin: 4.296 eV. Its HOMO-LUMO gap is 9.720 eV. For the LUMO energy, the calculation gives 0.1 eV.

Question: Number 2 is which compound?
Answer: C3H3NOS2

Question: Which of these has the lowest energy above the lowest of the compared OMol25 structures with the same formula, charge and spin?
Answer: C21H23N3O3